Density functional theory data (ωB97M-V/def2-TZVPD) for 10 unconnected molecules or ions with the total composition C35H65N5O15 at a distorted geometry.

```
120
Properties=species:S:1:pos:R:3:lowdin_charge:R:1
O -3.51861 -5.39574 -2.03933 0.109
C -0.35532 -0.82686 3.10902 -0.254
C 0.67629 -5.44849 -2.28330 -0.602
C -5.52605 -7.09559 -1.54303 -0.023
C 0.46242 -4.28130 -4.36888 0.020
C -0.79962 -1.29938 4.47173 -0.090
O -5.74279 -5.69334 -1.76769 0.012
H -1.64707 -1.93457 4.28591 0.070
H -2.37277 -5.18450 0.04615 0.048
H 1.87855 -1.99060 0.92171 0.069
C 0.89273 0.03334 3.21672 -0.173
H 1.11432 -7.76373 -0.05131 0.117
H 7.17883 -0.51403 -1.22279 0.116
H -3.23673 -4.43819 1.41232 0.111
O 1.02011 -5.41228 -3.56783 0.008
H -4.62270 -1.85933 -1.46055 0.099
N -3.98276 5.97495 -2.03782 0.154
H -6.45678 -7.59840 -1.77697 0.090
C 0.09446 1.73583 -0.34360 -0.017
H 0.41607 -4.55208 -5.42665 0.095
H 1.10194 -3.41514 -4.17194 0.094
H -5.42755 1.08259 -2.09377 0.076
H -0.12761 -1.89636 5.06377 0.058
C 1.32729 -2.11301 -0.00820 0.017
H 3.12566 4.34839 1.08561 0.101
H 0.29687 -4.14612 5.33359 0.091
C 5.27939 0.25232 -0.41286 -0.181
H 1.00098 2.25362 -0.51388 0.049
H 3.78654 6.77428 1.48828 0.086
H -0.93132 3.29977 -3.29232 0.073
O 2.62591 3.36590 3.22460 -0.065
C -3.45354 2.73984 0.16920 -0.184
O 1.28639 4.58788 4.62101 0.137
N 5.89327 4.33273 -0.77168 0.121
H -2.54901 4.84497 -4.59219 0.144
H -3.22299 3.06608 -2.35783 0.024
H -4.79533 -7.37603 -2.32508 0.103
O -1.69337 -0.30987 0.16013 0.080
N -2.60152 3.48990 0.40863 0.175
C 6.16632 -0.22508 -1.55100 -0.236
H 3.43862 6.38776 -1.12506 0.115
H 1.25825 -3.20706 -0.19734 0.089
H -5.22530 -7.37219 -0.53744 0.095
C -4.64291 -4.98455 -1.92169 -0.618
H 6.24181 -1.81874 -3.05209 0.062
C 0.75377 -6.73806 -0.36093 -0.066
H -3.05693 -2.91426 -1.65394 0.120
C 2.03298 -0.85507 3.38252 -0.231
C 2.76030 6.47033 1.26778 -0.101
H -1.12940 -0.19066 2.64712 0.119
C -4.91969 1.93721 -1.75749 -0.204
H -0.12389 5.53146 -4.39714 0.120
C -2.23684 5.76722 -3.96956 -0.190
H 1.67159 4.93446 0.34237 0.092
C -0.50528 -0.55572 -0.04010 -0.673
H -0.50698 -4.04784 -3.96098 0.076
H -1.03109 -0.38966 5.05687 0.089
C 4.15582 1.07934 -0.84944 -0.199
C -3.24280 5.83086 -2.92146 -0.250
H 5.47568 -2.29747 -1.61257 0.059
H 0.08434 -5.79691 5.02447 0.092
H 4.88354 -0.51927 0.26251 0.125
C -4.09628 -2.62598 -2.04739 -0.038
H 4.65446 3.30720 3.16429 0.085
H 0.79829 0.84412 4.01170 0.146
H -0.48480 6.20526 -2.75289 0.096
H 1.13020 -5.99325 0.38771 0.102
N 2.92229 -1.58382 3.33171 0.149
C -2.50309 -5.19410 1.09658 -0.004
C -0.65505 4.19701 -2.72442 -0.132
O -1.85967 -4.86152 3.86873 0.090
H -0.54951 2.07669 0.45193 0.063
H 4.59105 -1.38537 -2.66973 0.069
H -2.28227 6.66371 -4.56635 0.106
C 1.47380 3.95868 3.63243 -0.631
O -4.98160 -3.69053 -1.83206 -0.024
H -0.73375 4.84668 3.82180 0.076
H 1.84612 -1.67765 -0.85553 0.090
C 4.83686 4.78975 -0.83459 -0.227
C -4.55496 1.80722 -0.20448 -0.126
H 5.90912 0.88735 0.16410 0.104
H -1.33704 4.12390 -1.82945 0.056
H 3.86504 2.44043 4.49454 0.092
H 0.35804 4.12992 -2.26179 0.068
H -0.21584 -1.70394 2.47443 0.105
C -0.99721 -4.89312 2.98958 -0.577
C 5.60075 -1.46504 -2.26782 -0.102
O 0.31685 -4.79575 3.24112 -0.017
H 2.34149 7.26804 0.68290 0.068
C 2.70891 5.18692 0.49401 -0.275
H -4.13291 0.79266 -0.08588 0.102
C -0.78175 5.50238 -3.50157 -0.242
N 3.37536 1.80777 -1.26637 0.183
C 3.87211 3.35177 3.90437 -0.026
O -0.07007 -4.69463 -1.69628 0.097
O -0.09151 -1.75922 0.01401 0.023
O 0.53193 3.64396 2.74951 -0.025
H -3.99474 -2.44376 -3.10240 0.087
H -5.41591 1.90997 0.41315 0.098
H -0.58067 1.82712 -1.16973 0.066
C -0.71836 4.38875 2.85760 -0.015
C 3.40714 5.30128 -0.87938 -0.169
H -2.81783 -6.18768 1.36968 0.095
H -0.86032 5.18617 2.13203 0.092
H -0.31014 -6.65612 -0.20924 0.073
H 1.72475 -5.09197 4.62008 0.101
O -1.19278 -4.91444 1.65842 -0.022
H 0.99245 0.54884 2.28084 0.095
H 2.88131 4.70307 -1.66669 0.101
H -5.53165 2.82707 -1.89184 0.103
O 0.45499 0.34365 -0.21204 -0.019
H 6.38887 0.59097 -2.21415 0.106
O 1.24087 -6.47640 -1.64741 0.009
H -3.86139 2.15549 -3.68367 0.076
H 2.18911 6.42490 2.19966 0.076
H -1.45648 3.63187 2.78616 0.060
C 0.63988 -4.93999 4.63570 -0.042
H -2.95877 1.31630 -2.43513 0.063
H 3.93500 4.28132 4.53260 0.115
C -3.65723 2.10252 -2.61738 -0.110
```

Values from the calculation:
Max |F|: 3.31 eV/A
Frontier orbital gap: 10.96 eV
M: 795.92 g/mol
SMILES: COC(=O)OC.COC(=O)OC.COC(=O)OC.COC(=O)OC.COC(=O)OC.CCCC#N.CCCC#N.CCCC#N.CCCC#N.CCCC#N

Density functional theory data (ωB97M-V/def2-TZVPD) for a molecular structure, C35H67GaNO10 at a distorted geometry.

```
114
Properties=species:S:1:pos:R:3:lowdin_charge:R:1
C 5.07321 4.59361 2.35164 -0.498
H -1.02455 -3.22355 -1.91968 0.054
H 5.58688 0.70712 -2.37572 -0.165
H -1.62060 -4.41722 0.20153 0.068
H 3.77027 3.04325 1.69202 0.066
H -0.99526 1.97054 -0.74190 0.073
C -4.76858 -2.47386 -0.00810 -0.484
H 5.63850 1.74024 -0.02116 -0.149
H -6.77461 -5.07232 2.84304 0.079
H -3.25747 -5.93128 -4.34032 0.077
H 3.41695 3.64802 3.32175 0.073
C -2.22126 -4.53192 -3.10660 -0.484
C -6.13896 -3.09151 -0.10926 -0.017
H 0.25904 4.31617 -1.03395 0.077
H 1.07016 -2.96565 2.49357 0.090
O -3.99322 -2.79840 0.86791 0.053
Ga 5.04690 1.94908 -1.52324 0.219
H -9.80693 -2.63261 -0.36832 0.089
H -6.59839 -6.81988 3.08422 0.088
C 0.94641 0.85944 -0.99510 -0.211
H 5.59554 3.37409 -2.01269 -0.143
C -4.39696 -1.43853 -1.03575 -0.020
H -5.08510 -0.59180 -0.97624 0.081
H 10.42628 6.66686 7.17673 0.081
C 10.07071 5.73755 4.50584 -0.019
H 10.55310 6.54409 3.95037 0.086
C 9.11422 6.31200 5.51994 -0.498
H -0.22145 -3.82638 -3.38211 0.086
H -8.98615 -1.18333 0.28836 0.076
N 2.28989 0.74611 -1.15377 0.002
C -0.88825 -4.09548 -2.55969 -0.017
C 5.78483 5.22572 3.52289 -0.042
H -3.38492 -1.08201 -0.84102 0.084
C -8.76966 -7.53383 1.38368 -0.025
H -9.18855 -7.57614 0.37821 0.081
C 0.39052 -2.24089 2.03968 -0.026
H -1.85316 -6.60640 -3.49218 0.084
C 2.97229 1.93226 -1.29053 -0.390
H 1.60480 -2.35593 -8.05075 0.085
H 1.41092 0.20934 6.55358 0.081
H 2.82819 4.14014 -1.36991 0.068
H 6.46537 4.50550 3.97721 0.073
H -9.58827 -7.55168 2.10573 0.084
C -0.31623 -2.86796 0.86480 -0.471
H -1.62339 -5.52617 -4.90268 0.062
O 0.30344 -4.41869 -6.17631 0.054
H -8.06586 -5.97221 3.66009 0.086
H -10.37776 0.37278 -1.40330 0.085
H -0.34159 -1.89780 2.77356 0.090
H -6.26819 -3.81558 0.69040 0.049
H 0.39596 -0.11704 -0.91882 0.072
O -0.19782 -2.41778 -0.25371 0.048
O 5.18501 5.03662 1.22951 0.045
H 1.87948 -2.48428 -6.30370 0.089
C 9.69139 7.21400 6.58300 -0.029
C -1.17570 -4.07516 1.13552 -0.025
H 5.05663 5.57101 4.25934 0.084
C 1.11654 -2.37646 -7.07443 -0.019
H 0.57711 -1.44286 -6.90452 0.090
H 8.89166 7.55330 7.24161 0.080
H -9.93560 -2.23426 1.35422 0.084
C 5.25264 7.31641 -4.91608 -0.035
H 0.73015 0.43338 3.96097 0.091
C 0.79259 3.34450 -1.05011 -0.088
H -11.19934 -1.07522 -2.05986 0.085
C 0.16389 -3.54106 -7.00106 -0.500
C 5.42824 6.46966 -2.49307 -0.037
H -1.57494 -4.46345 -7.82546 0.078
O 7.93135 6.05958 5.48225 0.066
H 4.61717 6.48287 -5.22064 0.084
H -0.44894 -4.90007 -1.96606 0.091
C -7.97393 -6.26270 1.54006 -0.494
H 4.82368 2.58403 3.04022 0.076
H 6.36343 6.08166 3.17520 0.072
C 1.79052 0.30949 3.73072 -0.018
C 6.12397 6.90078 -3.75561 -0.506
H -4.42653 -1.87963 -2.03286 0.069
H 6.17135 6.19823 -1.74446 0.082
C 2.44243 0.09514 6.21427 -0.028
C 0.10656 2.03448 -0.90736 -0.105
O -7.87092 -5.46759 0.63170 0.057
C -11.10785 -0.99081 0.07845 -0.507
H 0.97077 -1.38479 1.69636 0.069
C -0.97063 -3.57163 -7.99420 -0.026
H 2.02669 0.89747 2.84272 0.091
H 10.15709 8.08566 6.11911 0.082
H 9.51992 5.11059 3.80460 0.086
H 4.63838 8.17317 -4.63198 0.077
H 4.80073 5.59900 -2.69217 0.056
H -6.24549 -3.60491 -1.06642 0.095
C -2.23372 -5.73005 -4.02034 -0.023
H -0.57436 -3.60380 -9.01087 0.083
H -1.97624 -3.81230 1.82742 0.070
H 5.88407 7.60191 -5.75849 0.074
O 3.41768 1.70104 4.76035 0.058
H -1.60198 -2.69067 -7.86476 0.086
O -11.98284 -0.87070 0.90841 0.062
H 4.82246 7.29151 -2.10347 0.083
H 3.10615 0.54354 6.95404 0.078
C 2.62829 0.79210 4.88813 -0.484
C 2.23251 3.20045 -1.25187 -0.135
H -12.14398 0.23453 -1.32724 0.080
H 2.69071 -0.96354 6.11645 0.082
C -11.20864 -0.32241 -1.26943 -0.027
H -0.56664 -4.88215 1.55045 0.085
C -7.31128 -6.02083 2.87260 -0.017
H -6.90303 -2.31839 -0.00763 0.066
H 10.82244 5.12527 5.00803 0.084
O 7.33399 6.91568 -3.84277 0.052
H -8.12086 -8.39945 1.52993 0.085
H 2.01173 -0.73782 3.52505 0.067
C -9.87501 -1.81371 0.35045 -0.028
C 4.21550 3.38675 2.62738 -0.043
O -3.24773 -3.94322 -2.82555 0.049
```

Values from the calculation:
Max |F|: 3.84 eV/A
Frontier orbital gap: 6.16 eV
M: 731.64 g/mol
Net charge: -1